# 1
{"formula": "C19H49N5O7", "method": "the ωB97M-V functional and the def2-TZVPD basis", "homo_ha": -0.3202, "smiles": "COCCNCCOC.COCCNCCOC.COCCNCCOC.NC(N)=O", "relative_energy_ev": 1.385, "total_charge": 0, "homo_lumo_gap_ha": 0.345, "total_energy_ha": -1553.630968, "spin_multiplicity": 1, "symbols": ["O", "O", "O", "O", "O", "O", "O", "N", "N", "N", "N", "N", "C", "C", "C", "C", "C", "C", "C", "C", "C", "C", "C", "C", "C", "C", "C", "C", "C", "C", "C", "H", "H", "H", "H", "H", "H", "H", "H", "H", "H", "H", "H", "H", "H", "H", "H", "H", "H", "H", "H", "H", "H", "H", "H", "H", "H", "H", "H", "H", "H", "H", "H", "H", "H", "H", "H", "H", "H", "H", "H", "H", "H", "H", "H", "H", "H", "H", "H", "H"], "coordinates": [[-1.775, -3.230, -1.318], [-2.639, 2.231, 1.136], [1.890, -2.405, 2.899], [0.094, 5.927, 2.138], [1.564, -4.490, -6.821], [-0.311, 0.395, 4.466], [1.795, -0.486, -2.230], [0.007, 3.236, 4.527], [1.281, -2.170, 0.727], [1.174, -0.381, 1.995], [-0.189, 1.355, -0.471], [-0.265, -4.299, -3.660], [2.779, -3.959, -7.305], [0.618, 4.118, 3.517], [3.077, -0.996, -2.581], [-0.152, -4.436, -5.129], [-0.457, -2.925, -3.254], [-1.096, -0.755, 4.712], [-0.536, -2.697, -1.768], [0.895, 2.314, 5.235], [-2.037, -3.057, 0.048], [-0.743, 6.656, 1.249], [-2.310, 0.916, 0.744], [0.008, 1.118, 5.636], [-0.500, 4.838, 2.771], [1.495, -1.710, 1.962], [1.288, -4.062, -5.506], [0.517, 1.691, -1.710], [1.819, 0.906, -1.958], [-1.611, 1.039, -0.607], [-3.556, 2.285, 2.188], [-2.090, 1.779, -1.251], [3.614, -4.371, -6.733], [2.915, -4.232, -8.353], [-0.782, -3.667, -5.586], [3.811, -0.555, -1.904], [2.327, 1.484, -2.740], [-3.696, 3.320, 2.503], [-1.366, -2.458, -3.660], [-0.571, -1.620, -1.559], [1.493, -3.156, 0.653], [0.814, 2.739, -1.641], [-0.177, 1.556, -2.543], [-0.703, 2.695, 4.046], [3.103, -2.075, -2.427], [-0.414, -5.454, -5.402], [1.701, 1.907, 4.617], [1.343, -2.984, -5.324], [-0.673, -1.543, 5.341], [0.691, -1.780, 0.021], [-1.292, 6.065, 0.515], [-3.202, 1.698, 3.045], [0.300, -3.117, -1.209], [0.399, -2.323, -3.565], [-1.677, -0.006, -0.928], [-1.259, -3.282, 0.784], [-2.172, -1.973, 0.209], [-3.151, 0.237, 0.554], [-2.040, -0.445, 5.170], [1.331, 4.815, 3.970], [-1.269, 5.198, 3.465], [-0.890, -4.938, -3.195], [3.231, -0.804, -3.644], [2.734, -2.866, -7.320], [-2.991, -3.513, 0.302], [0.569, 0.498, 6.340], [-0.139, 2.025, 0.286], [-1.346, -1.262, 3.780], [-1.456, 7.204, 1.874], [-4.544, 1.902, 1.901], [1.990, -4.567, -4.835], [1.192, -0.016, 2.936], [-0.795, 1.613, 6.194], [-0.919, 4.022, 2.164], [0.896, 0.150, 1.187], [1.354, 3.550, 2.928], [2.392, 1.037, -1.031], [-1.693, 0.400, 1.491], [1.142, 2.736, 6.209], [-0.162, 7.412, 0.726]], "forces_ev_per_angstrom": [[0.23, -1.15, 0.05], [-0.12, -0.07, 0.02], [-0.21, 0.84, -0.60], [0.22, 0.11, -1.64], [-0.23, 0.60, -0.35], [-0.23, -0.25, 0.33], [-1.07, 0.18, -0.06], [0.24, 0.52, -0.41], [0.73, -2.67, -1.15], [0.62, -0.22, 1.96], [-0.22, -0.62, 0.65], [0.44, 0.20, -0.15], [-0.28, -0.06, -0.35], [0.73, -0.30, 1.47], [-0.60, 0.23, 0.26], [0.45, 0.43, 1.33], [0.22, 0.42, 0.45], [-0.98, -0.16, -0.01], [-0.88, -0.01, 0.35], [-1.84, -0.83, -0.02], [-0.30, 1.74, 0.23], [-0.25, 0.39, 0.92], [0.28, 0.45, -0.95], [1.42, 0.74, 0.20], [0.83, -0.78, 0.67], [-0.50, 1.00, 0.43], [-0.37, -1.05, 0.27], [-0.27, -0.75, 0.49], [0.49, 0.64, 0.75], [0.85, -1.27, 0.79], [-0.40, -0.11, 0.66], [-0.52, -0.36, -0.07], [0.18, 0.37, 0.08], [-0.19, -0.36, 0.08], [-0.42, -0.47, -0.42], [0.35, 0.07, -0.37], [0.20, -0.33, -0.23], [0.21, -0.01, -0.10], [-0.04, -0.07, -0.29], [0.31, 0.11, -0.23], [-0.16, 0.16, -0.27], [0.13, 0.04, -0.42], [0.04, 0.13, -0.10], [0.05, -0.14, 0.01], [-0.31, -0.01, 0.07], [0.02, 0.08, -0.30], [0.47, 0.42, 0.22], [0.52, 0.15, -0.54], [0.61, 0.41, 0.20], [0.10, 0.57, 0.18], [0.13, -0.36, 0.08], [-0.03, 0.06, 0.04], [0.03, -0.37, -0.30], [-0.04, 0.00, -0.25], [-0.12, 0.36, -1.03], [0.22, -0.78, -0.44], [-0.19, 0.07, 0.13], [-0.56, 0.53, 0.32], [-0.09, -0.05, 0.07], [-0.61, 0.38, 0.48], [0.00, -0.22, 0.15], [-0.29, 0.06, -0.28], [0.54, 0.21, 0.06], [0.30, 0.06, 0.43], [0.15, -0.33, -0.09], [-0.06, -0.23, -0.02], [0.54, 0.43, -0.45], [0.22, 0.36, -0.26], [-0.34, 0.02, -0.20], [0.09, -0.09, -0.11], [-0.04, 0.10, 0.24], [-0.30, 0.55, -0.31], [-0.75, -0.63, -0.34], [-0.38, 0.70, -0.75], [-0.08, 0.02, -0.07], [-0.64, -0.15, -0.91], [0.27, 0.09, -0.04], [0.22, 0.18, 0.02], [0.90, 0.25, -0.30], [0.31, -0.20, 0.04]]}

# 2
{"formula": "C6H9Br3OP", "method": "the ωB97M-V functional and the def2-TZVPD basis", "homo_ha": -0.4939, "total_charge": 1, "homo_lumo_gap_ha": 0.347, "total_energy_ha": -8372.389514, "spin_multiplicity": 1, "symbols": ["Br", "Br", "Br", "P", "O", "C", "C", "C", "C", "C", "C", "H", "H", "H", "H", "H", "H", "H", "H", "H"], "coordinates": [[0.931, -0.799, 2.852], [-2.402, -1.104, 3.042], [2.167, -2.222, -1.718], [0.548, 0.569, 0.088], [1.201, -0.388, -3.479], [-0.236, -0.169, 1.512], [-1.573, -0.254, 1.606], [0.006, -0.270, -1.445], [2.308, 0.633, 0.315], [-2.538, 0.297, 0.605], [1.081, -0.781, -2.380], [-2.079, 1.035, -0.054], [-0.599, -1.124, -1.138], [2.495, 1.250, 1.192], [2.793, 1.089, -0.547], [-0.608, 0.426, -2.014], [-2.952, -0.501, -0.012], [-3.362, 0.787, 1.116], [0.115, 1.889, -0.035], [2.704, -0.361, 0.494]], "forces_ev_per_angstrom": [[-0.03, -0.05, -0.09], [0.05, -0.03, 0.07], [-0.03, -0.08, 0.24], [-0.11, -0.18, 0.00], [0.17, 0.30, -0.49], [-0.10, -0.04, 0.25], [0.01, 0.05, -0.07], [0.02, -0.05, 0.26], [0.18, 0.15, 0.08], [0.15, 0.10, -0.19], [-0.06, -0.10, 0.02], [0.01, 0.02, -0.04], [-0.06, -0.01, 0.05], [0.02, 0.05, 0.05], [-0.05, -0.01, -0.13], [-0.06, 0.02, -0.02], [-0.06, -0.06, 0.05], [-0.06, 0.00, 0.04], [-0.05, 0.03, -0.05], [0.04, -0.09, -0.04]]}

# 3
{"formula": "C13H25O14PS2", "method": "the ωB97M-V functional and the def2-TZVPD basis", "homo_ha": -0.3468, "total_charge": 0, "homo_lumo_gap_ha": 0.355, "total_energy_ha": -2701.582472, "spin_multiplicity": 1, "symbols": ["S", "S", "P", "O", "O", "O", "O", "O", "O", "O", "O", "O", "O", "O", "O", "O", "O", "C", "C", "C", "C", "C", "C", "C", "C", "C", "C", "C", "C", "C", "H", "H", "H", "H", "H", "H", "H", "H", "H", "H", "H", "H", "H", "H", "H", "H", "H", "H", "H", "H", "H", "H", "H", "H", "H"], "coordinates": [[5.689, 0.154, 0.632], [-3.954, 0.834, -2.050], [-5.232, 0.041, 0.330], [-6.394, -0.274, -0.488], [-0.293, 1.381, -1.648], [2.178, 1.508, -0.336], [2.589, -5.144, -1.769], [-4.083, 0.925, -0.367], [2.505, -2.916, -1.410], [1.124, -3.978, -2.843], [-4.489, -1.235, 0.906], [-0.986, 0.921, 2.439], [-2.545, 1.588, 3.778], [-1.422, -0.301, 4.287], [-1.386, 1.878, -3.543], [3.824, 2.511, 0.817], [-5.455, 0.922, 1.631], [3.664, -5.229, -0.828], [-3.308, 1.413, 4.979], [2.113, -3.917, -1.954], [-2.277, 0.169, -2.129], [0.044, -0.018, 2.105], [0.757, 3.412, 0.252], [-1.626, 0.645, 3.574], [1.561, 2.717, -0.835], [-1.289, 1.233, -2.535], [0.731, 2.304, -2.037], [4.339, 0.573, -0.498], [0.516, -2.719, -3.139], [3.464, 1.638, 0.087], [3.936, -6.279, -0.788], [-4.005, 2.245, 5.010], [4.512, -4.636, -1.163], [4.716, 0.926, -1.460], [1.381, 3.543, 1.135], [0.288, 3.194, -2.483], [3.736, -0.311, -0.693], [-0.371, -1.016, 1.977], [-2.294, -0.579, -2.923], [-0.261, -2.931, -3.867], [-2.025, -0.288, -1.177], [2.322, 3.407, -1.211], [-3.780, -1.005, 1.521], [0.080, -2.284, -2.241], [5.680, -1.155, 0.383], [-5.315, 1.864, 1.470], [-3.853, 0.471, 4.954], [0.809, -0.034, 2.878], [-2.659, 1.437, 5.851], [1.363, 1.814, -2.779], [3.341, -4.888, 0.154], [-0.092, 2.792, 0.542], [1.245, -2.031, -3.562], [0.474, 0.328, 1.169], [0.411, 4.381, -0.104]], "forces_ev_per_angstrom": [[0.23, 0.21, 0.17], [0.07, -0.05, 0.16], [-0.29, -0.16, 0.08], [0.31, 0.01, 0.12], [-0.01, -0.07, 0.17], [0.29, 0.07, -0.69], [-0.02, 0.01, -0.02], [-0.03, 0.23, -0.37], [0.06, 0.09, 0.04], [0.00, -0.01, 0.00], [-0.01, -0.05, -0.04], [-0.06, 0.00, -0.03], [-0.01, 0.02, -0.02], [0.01, -0.05, -0.01], [0.01, -0.11, -0.09], [0.22, 0.38, 0.02], [0.08, 0.18, 0.18], [0.06, -0.07, 0.04], [-0.08, 0.06, 0.06], [-0.03, -0.03, -0.01], [-0.02, 0.13, -0.21], [0.19, -0.02, -0.20], [0.10, -0.39, 0.05], [-0.05, 0.05, 0.03], [-0.65, 0.03, 0.26], [0.05, 0.24, 0.01], [0.27, 0.24, 0.07], [-0.14, -0.63, 0.08], [-0.07, 0.02, -0.06], [-0.29, -0.06, 0.10], [-0.03, -0.01, -0.02], [0.01, 0.01, -0.04], [-0.01, 0.04, 0.01], [-0.02, 0.11, 0.04], [0.04, 0.14, -0.08], [-0.07, -0.05, -0.04], [-0.01, 0.00, -0.02], [-0.02, -0.01, 0.08], [0.09, -0.09, 0.08], [0.01, -0.04, -0.01], [-0.07, -0.09, 0.01], [0.18, -0.18, 0.08], [-0.05, -0.05, 0.02], [0.04, 0.02, 0.03], [-0.04, -0.14, -0.10], [-0.07, -0.09, 0.06], [0.02, -0.03, -0.01], [-0.03, -0.04, 0.05], [0.03, -0.04, -0.01], [0.00, 0.03, -0.04], [0.00, 0.04, 0.00], [-0.10, 0.09, -0.03], [0.02, 0.02, 0.04], [-0.04, 0.05, 0.00], [-0.08, 0.02, 0.04]]}